Entry 1:
Molecular formula: C2H4INO
Method: DFT, the ωB97M-V functional and the def2-TZVPD basis

For the HOMO-LUMO gap, the calculation gives 9.26 eV. The relative energy (zero: lowest compared OMol25 entry of this formula, charge and spin) comes out at 331.1 kJ/mol. The total charge is 0.

Element x y z (Å)
C: 1.52021 -1.30901 -0.19246
C: -1.21382 1.10786 0.32265
N: 0.28816 -0.57991 -0.27639
O: -0.51899 -0.09514 0.73510
I: 2.03489 -1.69352 -2.15870
H: 1.94672 -1.77377 0.67682
H: -2.22449 0.96748 0.73696
H: -1.05891 1.39716 -0.76734
H: -0.77376 1.97886 0.92336

=====

Entry 2:
Molecular formula: C30H43N2P2Pd
Method: DFT, the ωB97M-V functional and the def2-TZVPD basis

For the HOMO-LUMO gap (alpha / beta), the calculation gives 8.32 / 6.21 eV. Its expectation value of S² is 6.075. Its spin multiplicity is 5. The total charge is +3.

Element x y z (Å)
Pd: 0.26740 -0.65698 -0.50104
C: 5.15739 -1.14044 -1.45222
C: 4.01250 -0.80585 -0.48847
C: 3.84126 -1.88776 0.57334
P: 2.43668 -0.44639 -1.37415
C: 2.38001 -1.24812 -3.01341
C: 2.26560 -2.76521 -2.84049
C: 1.20787 -0.69549 -3.81932
C: 2.40841 1.35745 -1.60863
C: 3.37949 2.00877 -2.33734
C: 3.46602 3.40456 -2.32141
C: 2.61060 4.14986 -1.50844
C: 1.62062 3.53144 -0.78092
C: 1.43812 2.12533 -0.87646
N: 0.43874 1.43426 -0.29083
C: -0.61576 1.97798 0.47154
C: -1.26875 3.16806 0.14887
C: -2.26661 3.65110 0.98583
C: -2.60841 2.95821 2.13935
C: -2.00554 1.73927 2.42562
C: -1.03727 1.20638 1.57971
P: -0.26733 -0.43018 1.80254
C: 1.06497 -0.32208 3.05257
C: 1.51891 -1.71946 3.48617
C: 0.68628 0.53778 4.26335
C: -1.49148 -1.71373 2.26110
C: -2.47662 -1.40464 3.39249
C: -2.24660 -2.21053 1.02333
H: 6.07641 -1.21806 -0.87148
H: 5.00288 -2.09739 -1.94927
H: 5.32025 -0.37558 -2.21134
H: 4.24214 0.14801 -0.00182
H: 3.56950 -2.84720 0.12998
H: 4.78432 -2.02499 1.10162
H: 3.08148 -1.61700 1.30385
H: 3.32125 -1.01419 -3.52199
H: 1.36055 -3.03412 -2.28402
H: 2.20092 -3.23751 -3.82038
H: 3.11664 -3.20173 -2.31983
H: 0.25613 -0.90263 -3.30333
H: 1.27532 0.37729 -3.99930
H: 1.15169 -1.20142 -4.78313
H: 4.10855 1.45022 -2.91106
H: 4.23262 3.90161 -2.90044
H: 2.73614 5.22167 -1.44079
H: 1.00474 4.12069 -0.11966
H: -1.01444 3.71368 -0.74946
H: -2.76263 4.58108 0.74176
H: -3.35246 3.36044 2.81333
H: -2.29371 1.21308 3.32396
H: 1.87809 0.18407 2.51718
H: 0.81606 -2.14372 4.20379
H: 1.62894 -2.42394 2.66017
H: 2.48233 -1.64008 3.98829
H: -0.12967 0.09329 4.83334
H: 1.54771 0.59531 4.92866
H: 0.41389 1.55551 3.98720
H: -0.83314 -2.51984 2.60456
H: -3.23897 -0.69748 3.06601
H: -2.98734 -2.32920 3.66355
H: -2.00007 -1.02355 4.29425
H: -3.04661 -1.51832 0.75182
H: -1.59447 -2.35593 0.14974
H: -2.70215 -3.17834 1.23231
N: -2.45670 0.26537 -2.06402
C: -3.68796 -0.06710 -1.64720
C: -4.28881 0.65246 -0.56931
C: -5.54950 0.31816 -0.16889
C: -6.23572 -0.73819 -0.80331
C: -5.64119 -1.46651 -1.85213
C: -4.38229 -1.14857 -2.27105
H: -2.13316 -0.08927 -2.95543
H: -2.08192 1.16917 -1.80168
H: -3.73780 1.46406 -0.10885
H: -6.03905 0.86180 0.62746
H: -7.23649 -0.99195 -0.47918
H: -6.19569 -2.26595 -2.32374
H: -3.90310 -1.68075 -3.08343

=====

Entry 3:
Molecular formula: C4H6CrO
Method: DFT, the ωB97M-V functional and the def2-TZVPD basis

For the HOMO-LUMO gap (alpha / beta), the calculation gives 7.05 / 7.16 eV. Its expectation value of S² is 6.126. Its spin multiplicity is 5. The relative energy (zero: lowest compared OMol25 entry of this formula, charge and spin) comes out at 664.6 kJ/mol. The total charge is +2.

Element x y z (Å)
O: -0.88269 1.66377 -0.24635
Cr: 0.92311 2.04521 -0.09189
C: -1.64293 0.65677 -0.21074
C: -1.07339 -0.76155 0.12728
H: -2.62123 0.77038 0.28630
H: -1.02023 -0.42229 -1.16382
H: -1.73470 -1.55471 -0.25275
H: -1.30813 -0.93441 1.18904
C: 1.15721 -0.20847 0.40452
C: 2.39551 -0.46409 0.20621
H: 3.11670 0.35378 0.35612
H: 2.69077 -1.14439 -0.60390

=====

Entry 4:
Molecular formula: C28H33BF4N10O7S2SbSe4Tc
Method: DFT, the ωB97M-V functional and the def2-TZVPD basis

For the HOMO-LUMO gap, the calculation gives 5.14 eV. The relative energy (zero: lowest compared OMol25 entry of this formula, charge and spin) comes out at 304.0 kJ/mol. The total charge is +2.

Element x y z (Å)
Tc: -1.26412 2.42051 1.53585
N: -2.71959 5.43619 3.69011
C: -1.52075 5.51266 4.40838
C: -1.02507 6.46283 5.29261
C: 0.20654 6.19107 5.85370
C: 0.91875 5.02010 5.54270
C: 0.42287 4.08392 4.65941
C: -0.81652 4.35330 4.09160
N: -1.58746 3.60855 3.20130
C: -2.70439 4.29564 2.99979
C: -3.73132 3.68713 2.16318
C: -4.97710 4.07382 1.80617
S: -5.71157 2.85311 0.87251
C: -4.32196 1.88849 0.98558
N: -3.36333 2.42987 1.68566
H: -3.44195 6.13692 3.66540
H: -1.57274 7.36786 5.52578
H: 0.63547 6.90083 6.54846
H: 1.88012 4.85141 6.01014
H: 0.97225 3.18442 4.42070
H: -5.49254 4.99462 2.04187
H: -4.22759 0.90471 0.54669
N: -3.84440 -3.12352 1.84819
C: -4.25564 -2.39415 2.93212
C: -3.79416 -1.13032 2.71119
N: -3.10124 -1.07851 1.50912
C: -3.15272 -2.29898 1.02804
H: -3.98625 -4.11040 1.71302
H: -4.82940 -2.81487 3.74196
H: -3.91872 -0.25248 3.32710
H: -2.71284 -2.62030 0.09696
F: 0.59697 3.21683 1.26428
B: 0.23858 4.57206 0.30682
F: 0.11546 4.02059 -0.93033
F: 1.27049 5.37349 0.54100
F: -0.98524 4.88980 0.90458
O: -0.38632 -0.25222 -5.93853
N: -1.14108 0.63831 -5.61422
O: -1.80778 1.32764 -6.35121
C: -1.27084 0.91445 -4.15722
C: -1.90700 2.13599 -3.75876
C: -2.02535 2.44162 -2.45935
C: -1.51305 1.54980 -1.41277
O: -1.37015 1.83601 -0.21113
C: -0.96880 0.25100 -1.87229
C: -0.82347 0.00997 -3.29501
N: -0.58235 -0.60563 -0.99587
O: 1.95788 0.08238 -0.34301
O: 0.35879 -1.57047 -1.44885
N: -2.72006 3.71842 -2.17237
O: -2.89125 4.48053 -3.09340
O: -3.10573 3.90442 -1.03500
H: -2.30046 2.80818 -4.50749
H: -0.37706 -0.91216 -3.63652
C: 0.93365 -6.60130 -0.48935
C: 2.41430 -6.93770 -0.76022
C: 3.16531 -5.90616 -1.60237
C: 3.67037 -4.66250 -0.87378
N: 2.62382 -3.61397 -0.71994
C: 2.73580 -2.31235 -0.83778
S: 1.35947 -1.23204 -0.13650
N: 3.67324 -1.57952 -1.35398
C: 4.87098 -1.94079 -2.14126
C: 4.52162 -2.58183 -3.48763
C: 4.08225 -1.59262 -4.56878
C: 2.77118 -0.85851 -4.27214
H: 0.30916 -7.49021 -0.57700
H: 0.54396 -5.86466 -1.20369
H: 0.78291 -6.22082 0.51286
H: 2.47141 -7.88713 -1.29095
H: 2.94288 -7.08539 0.18736
H: 2.54366 -5.60009 -2.45215
H: 4.05154 -6.38665 -2.02214
H: 4.50224 -4.25017 -1.42205
H: 4.00936 -4.91887 0.13177
H: 1.77021 -3.95034 -0.29740
H: 3.45727 -0.58436 -1.27527
H: 5.50455 -2.59000 -1.54462
H: 5.41617 -1.01300 -2.29738
H: 3.73170 -3.32818 -3.34212
H: 5.40811 -3.11781 -3.83343
H: 3.96633 -2.15243 -5.49767
H: 4.88129 -0.86621 -4.73721
H: 1.98784 -1.56160 -3.96764
H: 2.41910 -0.33936 -5.16401
H: 2.88460 -0.10491 -3.48751
Se: 1.23545 0.00067 3.30929
Sb: -0.52040 -1.76915 3.89582
Se: -0.84984 0.62891 2.64230
Se: -0.24384 -3.76135 2.65459
Se: -1.35245 -1.63304 6.08335

=====

Entry 5:
Molecular formula: C35H43Cl2CrN2O4S
Method: DFT, the ωB97M-V functional and the def2-TZVPD basis

For the HOMO-LUMO gap (alpha / beta), the calculation gives 6.46 / 7.70 eV. Its expectation value of S² is 6.021. Its spin multiplicity is 5. The relative energy (zero: lowest compared OMol25 entry of this formula, charge and spin) comes out at 71.9 kJ/mol. The total charge is -1.

Element x y z (Å)
Cr: -0.19654 0.10368 0.30517
C: -2.22264 -0.03897 1.26040
C: -2.41811 -0.74025 0.00361
C: -1.75899 -2.00273 0.14103
C: -1.14904 -2.01958 1.41548
C: -1.43424 -0.84462 2.08921
C: -1.09769 -0.55779 3.58919
C: -2.46733 -0.65377 4.29489
C: -0.07572 -1.51122 4.24220
C: -0.57259 0.94020 3.70694
C: -2.06226 -3.37787 -0.57591
C: -3.36131 -4.01797 -0.04207
C: -0.94345 -4.40032 -0.15091
C: -1.94547 -3.40319 -2.12888
C: -3.37714 -0.22744 -1.08590
C: -4.64548 -1.08719 -1.31199
C: -2.66673 -0.05270 -2.41701
C: -3.82840 1.17255 -0.60679
H: -2.53061 1.00382 1.40231
H: -0.48520 -2.81327 1.88430
H: -2.85769 -1.68928 4.34496
H: -3.30028 -0.02944 3.82196
H: -2.33334 -0.26230 5.32971
H: -0.42308 -2.56256 4.22206
H: 0.15187 -1.27031 5.24773
H: 0.83131 -1.51756 3.64954
H: -1.13309 1.64477 3.13303
H: 0.46358 1.00254 3.45170
H: -0.62507 1.07095 4.76529
H: -3.17570 -4.29490 1.01958
H: -3.65303 -4.99826 -0.58354
H: -4.12773 -3.31432 -0.14477
H: -1.09461 -4.47796 0.92922
H: 0.05127 -4.06856 -0.41162
H: -1.16362 -5.40021 -0.55437
H: -2.65057 -2.71421 -2.61266
H: -2.06968 -4.45883 -2.42453
H: -0.92137 -3.11829 -2.33869
H: -4.39054 -2.02043 -1.83166
H: -5.32418 -0.61665 -2.02900
H: -5.15962 -1.30281 -0.44276
H: -2.38080 -0.96961 -2.83664
H: -1.77974 0.59505 -2.33092
H: -3.44778 0.40029 -3.11820
H: -4.38796 1.02903 0.27522
H: -4.33805 1.75611 -1.35458
H: -2.97981 1.83874 -0.41075
C: 5.76461 4.35323 1.19570
C: 4.33303 4.09664 0.80717
C: 4.01601 4.10751 -0.56225
C: 2.71956 3.67002 -1.00340
C: 1.75116 3.46074 -0.09208
C: 2.04688 3.41734 1.28390
C: 3.32683 3.83188 1.72937
S: 0.09239 3.03278 -0.57233
O: -0.39799 3.96061 -1.56897
O: -0.64195 2.89904 0.67135
N: 0.20072 1.57213 -1.13160
C: 0.66897 1.30377 -2.38449
C: 0.76226 2.10764 -3.44871
C: 1.11774 1.57831 -4.70686
C: 1.42192 0.26556 -4.92863
C: 1.44753 -0.63584 -3.79720
C: 2.05803 -1.90253 -3.79905
C: 2.27816 -2.53066 -2.60372
C: 1.74988 -1.92311 -1.44987
N: 1.10435 -0.83930 -1.44558
C: 1.04223 -0.12693 -2.57433
H: 6.25798 5.14049 0.70691
H: 6.31846 3.43235 0.90926
H: 5.95525 4.48447 2.25874
H: 4.86052 4.26246 -1.22737
H: 2.54946 3.52895 -2.03171
H: 1.20723 3.19089 1.96402
H: 3.59802 3.80057 2.76275
H: 0.48886 3.19508 -3.41409
H: 1.09869 2.21831 -5.55347
H: 1.65291 -0.03794 -5.93809
H: 2.44686 -2.25897 -4.75371
H: 2.94931 -3.44315 -2.46011
H: 2.02040 -2.35901 -0.46049
Cl: 2.90667 1.49796 3.93686
C: 3.68952 0.68884 2.52961
Cl: 4.20178 -0.98467 3.02278
C: 2.82516 0.47463 1.28218
O: 3.38929 0.33581 0.20264
O: 1.58765 0.23759 1.54148
H: 4.59187 1.17417 2.32281

=====

- The highest total charge belongs to which entry?
  C30H43N2P2Pd

=====

Please write out number 1 again, unchanged.
Molecular formula: C2H4INO
Method: DFT, the ωB97M-V functional and the def2-TZVPD basis

For the HOMO-LUMO gap, the calculation gives 9.26 eV. The relative energy (zero: lowest compared OMol25 entry of this formula, charge and spin) comes out at 331.1 kJ/mol. The total charge is 0.

Element x y z (Å)
C: 1.52021 -1.30901 -0.19246
C: -1.21382 1.10786 0.32265
N: 0.28816 -0.57991 -0.27639
O: -0.51899 -0.09514 0.73510
I: 2.03489 -1.69352 -2.15870
H: 1.94672 -1.77377 0.67682
H: -2.22449 0.96748 0.73696
H: -1.05891 1.39716 -0.76734
H: -0.77376 1.97886 0.92336

=====

- Among the records above, which one has the lowest total charge?
  C35H43Cl2CrN2O4S